{
  "formula": "C41H74ClF9IN4O6S",
  "method": "the ωB97M-V functional and the def2-TZVPD basis",
  "lumo_ev": -2.56,
  "total_charge": 1,
  "e_homo_ev": -10.90,
  "homo_lumo_gap_ev": 8.3,
  "e_tot_ev": -117866.072,
  "symbols": ["I", "Cl", "S", "F", "F", "F", "F", "F", "F", "F", "F", "F", "O", "O", "O", "O", "O", "O", "N", "N", "N", "N", "C", "C", "C", "C", "C", "C", "C", "C", "C", "C", "C", "C", "C", "C", "C", "C", "C", "C", "C", "C", "C", "C", "C", "C", "C", "C", "C", "C", "C", "C", "C", "C", "C", "C", "C", "C", "C", "C", "C", "C", "C", "H", "H", "H", "H", "H", "H", "H", "H", "H", "H", "H", "H", "H", "H", "H", "H", "H", "H", "H", "H", "H", "H", "H", "H", "H", "H", "H", "H", "H", "H", "H", "H", "H", "H", "H", "H", "H", "H", "H", "H", "H", "H", "H", "H", "H", "H", "H", "H", "H", "H", "H", "H", "H", "H", "H", "H", "H", "H", "H", "H", "H", "H", "H", "H", "H", "H", "H", "H", "H", "H", "H", "H", "H", "H"],
  "coordinates": [[4.0016, 1.0739, -3.1612], [-0.0868, 2.9174, 1.1486], [0.7881, -5.2932, -4.2743], [-0.4555, -2.9541, -4.0000], [-1.0818, -5.5936, -1.7591], [0.2846, -5.2162, -5.7666], [-1.7443, -4.6378, -4.4451], [-0.0727, -6.5949, -4.0244], [1.9849, -6.1898, -4.7312], [1.3462, -5.3596, -2.7778], [-2.3939, -3.9237, -2.1625], [1.6804, -4.0068, -4.5169], [1.3452, 1.2035, 4.3277], [-6.5226, -3.8298, -3.8240], [7.8875, 2.8033, 0.1095], [-7.2747, 0.8897, -1.6527], [0.6309, 5.0489, 7.7080], [2.9632, -2.3916, -2.1677], [1.5847, 0.5748, -1.4996], [0.9376, 2.2325, -0.0105], [-0.5009, 0.4082, -0.6733], [0.4137, -1.1396, 0.8626], [-7.9913, -0.3004, -2.0166], [4.4374, 2.6609, 1.1119], [-1.8390, 0.7495, -0.1778], [1.9873, 3.1533, 5.5041], [-7.3370, -4.2062, -4.9378], [-7.9891, 1.5970, -0.6362], [2.2286, 2.3269, 4.2501], [-4.0621, 1.1883, -1.1367], [-0.3996, 0.8139, -3.9467], [0.2896, -1.9060, 3.1639], [1.8530, 1.1994, -2.7908], [-0.5830, 6.1732, 9.3954], [1.3196, -0.8695, -1.4600], [-0.7024, -4.2475, -3.7115], [-6.3937, -4.8194, -5.9646], [-9.0669, -0.4834, -0.9548], [3.2391, 2.1802, 0.8590], [1.1281, 0.6516, -4.0100], [-1.0907, -4.3228, -2.1911], [0.0747, -1.0111, -0.5279], [8.2908, 2.0510, -2.0970], [-0.0785, -2.2229, 1.7191], [8.7720, 3.7400, -0.5152], [-5.3268, -5.4441, -5.0665], [0.7399, 6.9028, 9.1689], [1.5610, 5.8344, 8.4598], [0.5929, 1.1596, -0.7077], [0.7971, 1.1168, 5.6509], [-0.7050, 5.3570, 8.1154], [-9.3715, 0.9632, -0.5682], [7.7090, 1.6697, -0.7423], [4.1881, -3.0942, -1.9932], [-0.2457, -3.4201, -1.2939], [2.2815, 2.8439, -0.0964], [-0.8890, -2.0467, -1.0877], [-5.2258, -4.4122, -3.9508], [4.0121, -4.4358, -1.2695], [9.4079, 3.0098, -1.6902], [1.6112, 2.0718, 6.5128], [2.5404, -1.6921, -1.0203], [-2.9637, 0.4571, -1.1403], [4.2134, -5.2783, -1.9288], [-4.3753, -5.6150, -5.5680], [10.2832, 2.4480, -1.3588], [-2.8715, -0.3609, -1.8412], [1.2105, 7.2521, 10.0862], [1.5177, 1.1984, -4.8702], [2.5084, 1.5730, 6.8861], [-4.0557, 2.1547, -0.6380], [2.1547, 3.8998, 0.1452], [1.4000, -0.3902, -4.1902], [2.2791, -2.3974, -0.2203], [2.0210, 2.8694, 3.3263], [6.6444, 1.4267, -0.7908], [-1.4302, 6.8389, 9.5503], [2.6394, 2.7748, -1.1183], [-8.4310, -0.1568, -3.0086], [1.0884, -1.2835, -2.4421], [-8.0832, -4.9340, -4.6027], [8.1917, 4.6052, -0.8531], [-7.2925, -1.1323, -2.0743], [0.0458, -0.8680, 3.3976], [-1.7905, -2.1126, -0.4787], [1.6778, 2.2697, -2.7102], [2.3051, 6.2469, 7.7772], [-1.1937, 5.9343, 7.3231], [0.5883, 7.7630, 8.5138], [1.1494, 3.8375, 5.3657], [-6.8918, -5.5347, -6.6167], [-5.9516, -4.0393, -6.5879], [4.5905, -3.2450, -2.9943], [8.6376, 1.1878, -2.6632], [-0.5053, 5.5126, 10.2611], [-7.8585, -3.3221, -5.3068], [-0.1197, -3.9713, -0.3628], [9.4991, 4.0797, 0.2224], [-5.6797, -6.3981, -4.6700], [-8.6662, -1.0270, -0.0964], [-0.8826, -0.1021, -3.6027], [2.8567, 3.7412, 5.7933], [3.2607, 1.9604, 4.2037], [0.8506, 0.0798, 5.9851], [-0.2561, 1.4162, 5.6167], [-0.7044, 1.6393, -3.3005], [0.3914, -3.1792, 1.4569], [4.6632, -4.5151, -0.3982], [2.0725, 5.1861, 9.1791], [9.7180, 3.6856, -2.4852], [-5.0178, 0.8102, -1.4861], [-1.8975, 1.8067, 0.0600], [7.5435, 2.5760, -2.6972], [3.3378, -1.0329, -0.6503], [-1.1610, -2.3056, 1.6223], [-0.2223, -2.5769, 3.8525], [0.7346, -3.3210, -1.7634], [1.4039, -1.0153, 1.0228], [-7.4570, 1.4854, 0.3160], [1.3685, -2.0041, 3.3126], [4.9039, -2.4575, -1.4599], [-4.5073, -3.6245, -4.2069], [-2.0213, 0.2128, 0.7606], [2.8901, 1.2755, 1.3497], [8.2420, 0.8180, -0.3061], [-8.0145, 2.6563, -0.8952], [2.9845, -4.5266, -0.9079], [5.1312, 2.0736, 1.6975], [-1.2084, -1.6621, -2.0534], [-1.2552, 4.4247, 8.2525], [-9.9328, -1.0276, -1.3278], [-4.9354, -4.8432, -2.9918], [1.0530, 2.4589, 7.3624], [4.7535, 3.6327, 0.7509], [-0.7848, 1.0031, -4.9485], [-10.0333, 1.4183, -1.3075], [-9.8327, 1.0689, 0.4125]]
}